{
  "formula": "H2KO",
  "method": "ωB97M-V/def2-TZVPD",
  "species": ["K", "O", "H", "H"],
  "xyz": [[-0.85, 0.74, -1.27], [0.05, -0.12, 0.14], [-0.18, -0.28, 1.05], [0.98, -0.34, 0.08]],
  "gap_ha": 0.51786,
  "total_charge": 1,
  "spin_multiplicity": 1,
  "relative_energy_kj_mol": 201.66,
  "total_energy_ev": -18397.807,
  "homo_energy_ha": -0.6726
}